{"formula": "C5H14N3", "method": "the ωB97M-V functional and the def2-TZVPD basis", "smiles": "C[C@@H]([NH3+])C/C(N)=C/N", "spin_multiplicity": 1, "lumo_ha": -0.10825, "relative_energy_kcal_mol": 46.0, "total_charge": 1, "e_tot_ha": -362.90583, "elements": ["C", "C", "C", "C", "C", "N", "N", "N", "H", "H", "H", "H", "H", "H", "H", "H", "H", "H", "H", "H", "H", "H"], "coordinates": [[-1.8726, -2.0616, -0.6502], [-0.9064, -1.2374, 0.2367], [-0.7115, 0.1605, -0.4033], [0.4365, 1.0457, -0.0183], [0.4784, 2.3718, -0.2332], [1.5260, 3.2195, 0.0297], [1.4331, 0.3749, 0.8068], [0.4991, -1.8264, 0.1510], [-1.6262, -3.1275, -0.7005], [-2.0089, -1.8718, -1.7169], [-2.7985, -1.8835, -0.1122], [-1.2932, -1.0658, 1.2351], [-0.8894, 0.1287, -1.4789], [-1.6241, 0.7008, -0.0862], [-0.3244, 2.7371, -0.8685], [1.3567, 4.1425, 0.3891], [2.2925, 2.8309, 0.5606], [2.3511, 0.7880, 0.8083], [1.0812, 0.2425, 1.7499], [1.1786, -0.9662, 0.3196], [0.7789, -2.5673, 0.7883], [0.6432, -2.1355, -0.8067]], "atomic_forces_ev_per_a": [[-0.2, -0.4, 1.1], [1.3, 0.6, -2.8], [-2.2, 1.0, -0.1], [0.6, 0.5, 1.1], [-0.4, -1.0, -0.7], [0.7, -0.1, 0.5], [0.0, 0.3, -0.2], [-0.2, -0.4, -0.1], [-0.1, 0.0, 0.8], [0.4, 1.1, 0.2], [-0.6, -0.6, -0.6], [0.5, -0.8, 0.3], [0.6, -0.4, -0.2], [0.2, -0.1, -0.1], [0.1, 0.4, 0.2], [-0.5, 0.2, -0.3], [-0.1, -0.1, -0.1], [0.1, 0.1, 0.1], [0.3, 0.4, 0.3], [0.1, -0.1, 0.3], [-0.4, -0.2, 0.0], [-0.1, -0.3, 0.0]], "lowdin_charge": [-0.0399, -0.2911, -0.1347, -0.2858, -0.1454, 0.0775, 0.0596, 0.1535, 0.0867, 0.0918, 0.0886, 0.1494, 0.1209, 0.1379, 0.1337, 0.1000, 0.0787, 0.1092, 0.1292, 0.0614, 0.1604, 0.1583]}